Formula: C36H23NO8PS
Source: the Open Molecules 2025 dataset
Level of theory: ωB97M-V/def2-TZVPD

The net charge is +1. The electronic energy comes out at -75686.2311 eV. Its multiplicity is 1. For the relative energy (zero: lowest compared OMol25 entry of this formula, charge and spin), the calculation gives 98.3 kcal per mole.

Structure (XYZ):
```
70
Properties=species:S:1:pos:R:3:mulliken_charge:R:1
C 6.573 -0.543 -2.831 -0.17
C 5.385 0.000 -2.609 -0.35
N 4.048 0.632 -2.521 0.22
C 2.900 -0.310 -2.437 -0.09
C 1.397 0.208 -2.373 -0.38
C 1.132 1.794 -2.414 0.54
C -0.364 2.443 -2.403 0.71
O -0.448 3.700 -2.634 -0.47
O -1.555 1.677 -2.199 -0.39
C 2.430 2.704 -2.470 -0.51
C 3.914 2.092 -2.519 0.45
P 5.330 3.353 -2.579 0.54
O 5.663 3.720 -4.219 -0.48
O 4.677 4.820 -1.895 -0.51
S 6.876 2.897 -1.510 -0.25
H 7.540 -1.140 -3.076 0.38
H 3.090 -1.460 -2.421 0.40
H 0.474 -0.499 -2.298 -0.07
H -1.281 0.785 -1.846 0.27
H 2.308 3.861 -2.473 0.44
H 5.479 4.696 -4.370 0.36
H 4.685 4.648 -0.908 0.37
C -1.829 -4.728 -4.694 -0.57
C -1.958 -6.114 -4.641 -0.48
C -1.941 -6.770 -3.413 -0.60
C -1.783 -6.039 -2.234 0.31
C -1.630 -4.654 -2.288 0.35
C -1.665 -3.997 -3.521 -0.53
C -1.413 -3.875 -1.049 0.59
O -1.282 -2.659 -1.096 -0.74
C -1.347 -4.587 0.245 0.23
C -1.085 -3.871 1.416 -0.57
C -1.035 -4.532 2.640 -0.51
C -1.255 -5.907 2.701 -0.48
C -1.511 -6.624 1.535 -0.59
C -1.548 -5.966 0.304 0.25
C -1.785 -6.743 -0.932 0.52
O -1.973 -7.947 -0.881 -0.66
H -1.852 -4.216 -5.652 0.40
H -2.073 -6.685 -5.558 0.40
H -2.047 -7.850 -3.378 0.48
H -1.560 -2.917 -3.570 0.46
H -0.916 -2.799 1.377 0.45
H -0.826 -3.975 3.549 0.41
H -1.223 -6.421 3.657 0.40
H -1.677 -7.697 1.589 0.47
C -0.841 2.173 6.700 -0.48
C 0.458 2.566 6.381 -0.48
C 0.714 3.207 5.172 -0.54
C -0.328 3.446 4.273 0.24
C -1.623 3.031 4.582 0.18
C -1.880 2.403 5.804 -0.56
C -2.726 3.233 3.617 0.57
O -3.860 2.873 3.889 -0.66
C -2.433 3.871 2.315 0.21
C -3.452 4.017 1.371 -0.60
C -3.187 4.628 0.148 -0.50
C -1.908 5.104 -0.132 -0.46
C -0.889 4.955 0.804 -0.66
C -1.148 4.329 2.026 0.29
C -0.049 4.144 2.999 0.59
O 1.074 4.557 2.752 -0.70
H -1.042 1.681 7.647 0.40
H 1.270 2.375 7.075 0.40
H 1.727 3.516 4.931 0.45
H -2.889 2.089 6.057 0.47
H -4.453 3.652 1.583 0.48
H -3.980 4.736 -0.587 0.42
H -1.703 5.587 -1.083 0.41
H 0.108 5.324 0.578 0.51
```

Formula: C40H61BeN4O7
Source: the Open Molecules 2025 dataset
Level of theory: ωB97M-V/def2-TZVPD

The net charge is +1. The electronic energy comes out at -63152.7685 eV. Its multiplicity is 1. For the relative energy (zero: lowest compared OMol25 entry of this formula, charge and spin), the calculation gives 50.1 kcal per mole.

Structure (XYZ):
```
113
Properties=species:S:1:pos:R:3:mulliken_charge:R:1
Be 0.794 2.652 -2.787 1.17
C -0.292 0.266 0.805 1.76
C 0.790 -0.090 -0.230 0.77
O 0.955 0.681 -1.381 -0.53
H -0.293 -0.414 1.661 0.03
H -1.284 0.021 0.410 -0.92
H -0.336 1.310 1.115 -1.02
H 0.569 -1.137 -0.471 -0.03
H 1.697 -0.018 0.383 -0.82
N 1.072 -1.908 5.693 -0.50
C 1.282 -1.308 4.511 -0.75
C 1.863 -1.971 3.427 0.13
C 2.170 -3.304 3.574 -0.21
C 2.023 -3.915 4.816 -0.44
C 1.453 -3.183 5.838 -0.58
H 1.056 -0.249 4.530 1.00
H 1.979 -1.575 2.426 0.18
H 2.559 -3.853 2.726 0.43
H 2.358 -4.928 4.986 0.43
H 1.256 -3.655 6.792 0.39
N 3.031 2.330 -3.941 -0.09
C 3.628 1.107 -3.840 -0.17
C 4.822 0.773 -4.485 -0.57
C 5.501 1.798 -5.129 -0.34
C 4.927 3.070 -5.141 -0.57
C 3.704 3.312 -4.567 -0.14
H 3.112 0.434 -3.169 0.35
H 5.280 -0.194 -4.341 0.52
H 6.492 1.627 -5.525 0.42
H 5.496 3.874 -5.585 0.37
H 3.227 4.278 -4.655 0.40
N -1.745 2.081 -2.957 0.47
C -2.481 2.994 -3.581 -0.37
C -3.788 2.755 -4.041 -0.65
C -4.424 1.587 -3.650 -0.36
C -3.724 0.734 -2.808 -1.00
C -2.393 0.964 -2.511 -0.33
H -2.007 3.897 -3.945 0.34
H -4.311 3.406 -4.727 0.42
H -5.447 1.402 -3.944 0.45
H -4.168 -0.183 -2.445 0.46
H -1.837 0.182 -2.013 0.64
N -3.105 2.197 3.947 -0.33
C -4.115 1.917 4.798 -0.52
C -4.141 0.809 5.638 -0.43
C -3.038 -0.032 5.654 -0.46
C -1.930 0.275 4.888 -0.35
C -2.043 1.368 4.030 -0.22
H -4.985 2.549 4.675 0.39
H -4.953 0.637 6.330 0.43
H -3.005 -0.877 6.328 0.47
H -1.114 -0.431 4.871 0.27
H -1.290 1.609 3.290 0.70
C 3.324 1.611 2.867 -0.90
C 2.051 2.389 3.267 0.87
O 1.369 2.125 4.231 -0.54
C 1.623 3.497 2.347 -0.75
H 3.133 0.941 2.027 -0.13
H 3.679 1.055 3.733 0.36
H 4.092 2.303 2.521 0.48
H 0.945 3.129 1.575 -0.16
H 2.512 3.932 1.890 0.44
H 1.053 4.221 2.930 0.35
C 4.091 -1.734 -0.006 -0.47
C 3.896 -2.238 -1.423 0.78
O 4.433 -1.637 -2.339 -0.57
C 3.141 -3.525 -1.637 -0.75
H 5.043 -1.964 0.470 0.52
H 3.307 -2.174 0.618 -0.15
H 3.891 -0.670 0.123 0.07
H 3.353 -3.816 -2.665 0.35
H 2.084 -3.326 -1.467 -0.17
H 3.456 -4.312 -0.954 0.43
C -4.279 -0.363 1.258 -0.56
C -4.095 -1.659 0.495 0.66
O -3.302 -1.674 -0.423 -0.38
C -4.965 -2.858 0.873 -1.25
H -4.371 -0.560 2.327 0.41
H -5.100 0.173 0.783 0.39
H -3.361 0.221 1.192 -0.24
H -4.329 -3.742 0.884 0.31
H -5.747 -2.985 0.124 0.34
H -5.437 -2.666 1.834 0.38
C -0.896 -3.553 1.393 -0.02
C -0.260 -3.908 0.055 0.62
O 0.818 -4.461 0.094 -0.57
C -1.057 -3.776 -1.234 -0.07
H -0.165 -3.187 2.110 -0.36
H -1.416 -4.446 1.743 0.49
H -1.649 -2.767 1.315 -0.25
H -2.090 -3.594 -0.940 0.02
H -1.126 -4.777 -1.662 0.50
H -0.595 -3.005 -1.845 -0.41
C -0.131 -1.208 -4.116 0.09
C 0.506 -1.828 -5.355 0.32
O 0.019 -1.724 -6.456 -0.60
C 1.853 -2.455 -5.149 -0.83
H -0.955 -1.826 -3.756 0.27
H -0.583 -0.250 -4.377 0.21
H 0.607 -1.024 -3.335 -0.19
H 2.477 -1.853 -4.486 0.08
H 2.349 -2.657 -6.095 0.39
H 1.720 -3.391 -4.598 0.27
C -1.021 5.804 0.196 -1.34
C -1.193 4.340 -0.053 0.65
O -0.463 3.731 -0.827 -0.32
C -2.323 3.660 0.653 -0.44
H -0.276 6.188 -0.501 0.32
H -0.627 5.923 1.204 0.32
H -1.984 6.251 -0.056 0.40
H -2.127 2.589 0.703 -0.30
H -3.197 3.783 0.008 0.43
H -2.551 4.058 1.641 0.45
```

Formula: C50H28N11Ta
Source: the Open Molecules 2025 dataset
Level of theory: ωB97M-V/def2-TZVPD

The net charge is +2. The electronic energy comes out at -70240.6041 eV. Its multiplicity is 1. For the relative energy (zero: lowest compared OMol25 entry of this formula, charge and spin), the calculation gives 16.5 kcal per mole.

Structure (XYZ):
```
90
Properties=species:S:1:pos:R:3:mulliken_charge:R:1
Ta -0.164 -0.269 0.115 1.24
C 2.203 0.952 -6.006 -0.71
C 1.585 2.204 -5.812 -0.70
C 0.818 2.465 -4.698 -0.36
C 0.701 1.444 -3.757 0.42
C -0.062 1.351 -2.543 0.12
N -1.005 2.205 -2.199 -0.26
C -1.882 1.967 -1.266 -0.47
C -3.052 2.786 -1.068 0.29
C -3.503 3.922 -1.732 -0.26
C -4.700 4.463 -1.306 -0.76
C -5.436 3.883 -0.256 -0.80
C -4.991 2.748 0.391 -0.26
C -3.778 2.215 -0.034 0.38
C -3.051 1.050 0.404 0.11
N -3.464 0.283 1.380 -0.37
C -2.848 -0.822 1.696 -0.29
N -1.733 -1.366 1.081 -0.34
C -1.460 -2.563 1.732 -0.20
N -0.595 -3.468 1.368 -0.46
C 0.082 -3.372 0.241 0.11
N 0.197 -2.251 -0.562 0.22
C 0.869 -2.646 -1.722 0.21
N 1.224 -1.901 -2.733 -0.32
C 0.941 -0.624 -2.835 -0.72
N 0.185 0.127 -1.940 0.20
C 1.307 0.203 -3.951 0.53
C 2.065 -0.067 -5.089 -0.45
C 1.192 -4.048 -1.623 0.29
C 1.819 -4.912 -2.515 -0.33
C 1.974 -6.223 -2.114 -0.72
C 1.512 -6.670 -0.862 -0.68
C 0.880 -5.816 0.016 -0.49
C 0.734 -4.490 -0.388 0.40
C -2.387 -2.740 2.832 0.68
C -2.518 -3.754 3.771 -0.47
C -3.559 -3.640 4.675 -0.72
C -4.452 -2.557 4.629 -0.77
C -4.323 -1.558 3.681 -0.36
C -3.265 -1.671 2.789 0.51
N -1.885 0.916 -0.337 0.09
H 2.791 0.789 -6.900 0.44
H 1.711 2.974 -6.562 0.44
H 0.329 3.420 -4.558 0.57
H -2.939 4.357 -2.547 0.59
H -5.089 5.346 -1.796 0.46
H -6.375 4.332 0.040 0.44
H -5.555 2.287 1.191 0.62
H 2.519 -1.037 -5.243 0.60
H 2.163 -4.568 -3.482 0.60
H 2.456 -6.929 -2.779 0.43
H 1.651 -7.708 -0.589 0.44
H 0.511 -6.153 0.976 0.59
H -1.835 -4.593 3.791 0.58
H -3.696 -4.403 5.430 0.45
H -5.262 -2.510 5.346 0.45
H -5.016 -0.728 3.630 0.61
C 4.445 -1.314 -0.434 -1.32
C 3.162 -0.809 -0.683 0.10
N 2.257 -0.621 0.262 0.00
C 2.644 -0.865 1.558 -0.42
C 3.925 -1.314 1.904 0.68
C 4.823 -1.578 0.850 -0.70
C 4.266 -1.431 3.274 -0.98
C 3.366 -1.044 4.223 -1.07
C 2.080 -0.575 3.864 -0.49
C 1.707 -0.547 2.552 0.64
N 0.475 -0.134 2.026 1.11
C -0.359 0.756 2.748 -0.88
C -1.007 0.502 3.929 0.07
C -1.776 1.517 4.532 -1.39
C -1.873 2.760 3.961 -1.01
C -1.215 3.043 2.744 0.92
C -1.236 4.306 2.099 -0.59
C -0.544 4.477 0.939 -1.22
C 0.125 3.374 0.366 -0.20
N 0.150 2.182 0.918 -0.16
C -0.479 2.023 2.127 0.64
H 5.120 -1.462 -1.265 0.51
H 2.896 -0.524 -1.687 0.53
H 5.814 -1.955 1.075 0.49
H 5.248 -1.796 3.548 0.46
H 3.632 -1.087 5.271 0.43
H 1.400 -0.248 4.639 0.63
H -0.931 -0.473 4.396 0.77
H -2.283 1.307 5.465 0.47
H -2.451 3.542 4.441 0.50
H -1.795 5.123 2.541 0.52
H -0.522 5.431 0.430 0.49
H 0.641 3.483 -0.580 0.60
```

Formula: C9H16N2O3S
Source: the Open Molecules 2025 dataset
Level of theory: ωB97M-V/def2-TZVPD

The electronic energy comes out at -29548.3990 eV. Its multiplicity is 1. For the relative energy (zero: lowest compared OMol25 entry of this formula, charge and spin), the calculation gives 5.1 kcal per mole.

Structure (XYZ):
```
31
Properties=species:S:1:pos:R:3:mulliken_charge:R:1
C 0.319 -1.372 -1.042 -1.27
C -0.572 -0.172 -0.944 1.74
C 0.231 0.889 -0.174 0.40
C 0.420 0.613 1.264 -0.08
C 0.143 -1.451 1.315 -0.95
C 0.692 -1.986 0.086 0.90
C -1.021 0.342 -2.304 -1.88
C 1.761 0.912 1.858 -1.57
C 1.583 -3.186 0.143 -1.55
N 0.684 1.866 -0.824 -0.60
N -3.260 2.244 -0.580 -0.65
O -2.195 -0.548 2.219 -0.66
O -1.752 -0.472 -0.181 -0.40
O -2.190 -2.632 0.943 -0.69
S -1.631 -1.336 1.163 1.21
H 0.656 -1.682 -2.017 0.41
H -0.436 0.870 1.879 0.43
H 0.484 -1.806 2.272 0.70
H -0.147 0.666 -2.860 0.38
H -1.693 1.184 -2.172 0.46
H -1.538 -0.451 -2.838 0.45
H 1.818 0.563 2.885 0.41
H 1.923 1.991 1.863 0.44
H 2.557 0.453 1.275 0.32
H 1.041 -4.014 0.596 0.34
H 2.461 -2.984 0.753 0.34
H 1.901 -3.473 -0.855 0.38
H 1.215 2.545 -0.282 0.28
H -3.048 1.289 -0.313 0.24
H -4.213 2.432 -0.291 0.26
H -2.657 2.849 -0.035 0.20
```

Formula: C6H13O2
Source: the Open Molecules 2025 dataset
Level of theory: ωB97M-V/def2-TZVPD

The net charge is -1. The electronic energy comes out at -10526.8876 eV. Its multiplicity is 1. For the relative energy (zero: lowest compared OMol25 entry of this formula, charge and spin), the calculation gives 65.0 kcal per mole.

Structure (XYZ):
```
21
Properties=species:S:1:pos:R:3:mulliken_charge:R:1
C -0.814 2.821 0.165 -0.36
C 0.453 3.548 0.477 -0.99
C -1.270 1.665 1.060 -1.28
H -1.582 3.615 0.029 0.39
H -0.705 2.467 -0.749 0.35
H 1.350 3.622 -0.316 0.23
H 1.089 2.986 1.235 0.28
H -2.276 1.380 0.978 0.38
H -0.616 0.817 0.774 0.26
H 0.205 4.491 0.778 0.31
H -1.143 1.758 2.024 0.50
C 0.238 -2.139 -1.283 -0.39
C 1.110 -1.248 -2.046 -1.06
C 0.092 -1.886 0.321 0.35
O 0.211 -0.733 0.717 -0.69
O -0.135 -2.956 0.869 -0.72
H -0.737 -2.119 -1.640 0.25
H 0.694 -3.161 -1.431 0.26
H 1.606 -0.633 -1.274 0.25
H 0.924 -0.391 -2.554 0.45
H 1.720 -1.884 -2.689 0.24
```

Formula: C2H3NO
Source: the Open Molecules 2025 dataset
Level of theory: ωB97M-V/def2-TZVPD

The electronic energy comes out at -5658.1227 eV. Its multiplicity is 1. For the relative energy (zero: lowest compared OMol25 entry of this formula, charge and spin), the calculation gives 41.1 kcal per mole.

Structure (XYZ):
```
7
Properties=species:S:1:pos:R:3:mulliken_charge:R:1
C 0.910 -1.425 -0.727 0.14
N 0.822 -0.475 -1.359 -0.47
H 1.128 -2.205 -0.021 0.27
C -0.652 1.101 0.525 -0.17
O -0.982 0.075 1.048 -0.40
H -0.085 0.991 -0.414 0.34
H -1.140 1.938 0.948 0.30
```